Computed, not measured: a structure of composition C3H6N4O at a distorted geometry, with ωB97M-V/def2-TZVPD.

XYZ file:
```
14
Properties=species:S:1:pos:R:3:forces:R:3
N 0.322812 -1.309671 -0.167243 -1.2 2.0 2.7
C 1.013607 -0.152476 0.289193 1.1 2.1 -2.5
C -0.858863 -0.640353 -0.352556 -1.3 -0.1 -4.9
C 0.443223 0.918454 -0.422855 3.4 -2.2 2.1
N -2.025039 -1.225475 0.009499 -2.4 -1.8 -0.4
N 0.950682 2.151442 -0.516203 0.7 2.4 -0.1
O 1.807496 -0.185710 1.371485 1.5 -0.7 0.7
N -0.727773 0.555872 -0.970317 -1.7 -2.3 2.4
H 1.477304 -0.864262 1.990473 0.1 0.6 -0.2
H 0.361357 -2.176661 0.349903 -0.4 0.2 0.3
H -2.603498 -0.698942 0.656707 0.4 0.2 -0.2
H -2.618404 -1.468074 -0.780356 0.0 0.0 0.1
H 0.536046 2.791398 -1.179241 0.1 -0.2 0.3
H 1.921050 2.304457 -0.278488 -0.4 -0.1 -0.3
```
Forces are in eV/Å.

## Properties
E_HOMO (spin up / spin down) ... -6.049 / -6.048 eV
ΔE to the lowest compared entry with this formula, charge and spin ... 328.2 kJ/mol
Kohn-Sham gap (spin up / spin down) ... 6.69 / 6.69 eV